Here is the molecule C6H6BrN from the OMol25 dataset. Energies are from the ωB97M-V functional and the def2-TZVPD basis.

Results
Energy relative to the best compared isomer or geometry (same formula, charge and spin) = 6.165 eV
Strongest force on any atom = 4.14 eV Å⁻¹
E_LUMO (alpha / beta) = -0.020 / -0.020 Eh
HOMO-LUMO gap (alpha / beta) = 0.2479 / 0.2481 Eh
Calculated total energy = -2860.7173 Ha

```
! wB97M-V def2-TZVPD RIJCOSX def2/J DEFGRID3
* xyz 0 1
C 0.7734 1.2020 -0.9175
C 0.3986 -0.4655 1.3823
C 1.6970 -0.9255 -0.2862
C -0.6609 1.1994 -0.4523
C -0.7805 -1.1348 0.8704
C -0.6664 0.2995 0.8130
N 1.4433 0.0995 -0.9299
Br 2.2408 -2.5661 -1.0570
H 1.3636 2.1155 -1.2226
H -1.0260 2.2261 -0.2733
H -1.2249 0.6767 -1.1418
H -0.7227 -1.8508 0.0767
H -1.4072 -1.6357 1.6725
H -1.4280 0.7599 1.4656
*
```